Computed, not measured: an isolated molecule of CH4O3S at a distorted geometry, with ωB97M-V with the def2-TZVPD basis set.

```
9
Properties=species:S:1:pos:R:3:forces:R:3:mulliken_charge:R:1
C 0.580986 0.094069 -0.381164 3.236 -0.097 -4.511 0.185
O 0.934923 1.172554 0.400824 -0.836 0.281 0.434 -0.435
O 0.959117 -1.086989 0.278649 -1.330 -0.280 -4.231 -0.391
O -0.737299 0.156583 -0.903479 0.651 -0.008 1.448 -0.263
S -1.903723 -0.092389 0.318859 1.101 2.461 0.583 -0.068
H 1.310545 0.215082 -1.453676 -2.282 -0.568 3.107 0.173
H 0.146964 1.416415 0.912150 0.239 0.248 0.060 0.315
H 1.020334 -0.778576 1.122134 0.534 0.715 4.173 0.332
H -2.311848 -1.096751 -0.294300 -1.313 -2.752 -1.063 0.153
```
Positions in Å, forces in eV/Å.

Summary:
E ... -664.336927 Eh
Frontier orbital gap ... 10.169 eV
Net charge ... 0
HOMO energy ... -9.8 eV
ΔE to the lowest compared entry with this formula, charge and spin ... 223.72 kJ/mol
Largest force on an atom ... 5.6 eV/A